Entry i
# C3H7NO2S

C3H7NO2S in the gas phase (ωB97M-V/def2-TZVPD, the OMol25 dataset).

Element x y z (Å)
H: -1.01 -0.43 1.58
H: 0.39 1.08 -2.39
C: 1.16 -0.75 1.45
S: 0.98 -1.40 -0.44
O: -0.50 -1.24 -1.09
H: -2.08 0.03 -1.60
H: -0.11 1.05 2.09
H: 2.12 -0.31 1.59
N: -0.52 0.82 -0.08
H: 1.00 -1.57 2.20
O: -0.47 0.73 -2.57
C: -0.09 0.30 1.24
H: 0.05 1.58 -0.50
C: -0.91 0.10 -1.47

Structure (SMILES) ... O[C@@H]1NCCSO1
Charge ... 0

Entry ii
# C3H7NO2S

C3H7NO2S in the gas phase (ωB97M-V/def2-TZVPD, the OMol25 dataset).

Element x y z (Å)
H: 1.34 -1.91 2.63
O: -0.98 2.14 0.05
H: -0.88 -0.73 1.08
C: 0.17 0.25 -0.37
S: 1.10 -2.11 1.24
H: 1.71 -0.91 -1.38
C: -1.10 1.02 -0.73
O: -2.13 0.69 -1.28
H: 0.90 1.05 -0.52
C: 0.14 -0.50 0.94
H: -1.72 2.79 0.00
H: 0.10 -1.29 -1.81
N: 0.71 -0.63 -1.50
H: 0.65 0.15 1.65

Structure (SMILES) ... N[C@H](CS)C(=O)O
Charge ... 0

Entry iii
# C3H7NO2S

C3H7NO2S in the gas phase (ωB97M-V/def2-TZVPD, the OMol25 dataset).

Element x y z (Å)
H: 0.76 -1.62 0.87
S: 2.30 -1.05 -1.44
H: 1.07 0.11 1.12
N: -0.94 -0.36 1.02
C: -1.43 0.91 0.91
H: 2.44 -0.10 -2.39
O: -0.73 1.87 0.70
O: -2.80 0.95 0.96
C: 0.43 -0.61 0.60
H: -0.06 -1.10 -1.50
C: 0.63 -0.51 -0.90
H: -1.43 -1.06 1.53
H: -3.10 1.48 0.24
H: 0.46 0.53 -1.21

Structure (SMILES) ... O=C(O)NCCS
Charge ... 0

Entry iv
# C3H7NO2S

C3H7NO2S in the gas phase (ωB97M-V/def2-TZVPD, the OMol25 dataset).

Element x y z (Å)
C: -0.05 -0.71 -0.43
C: 0.29 -0.73 1.00
S: -0.75 0.31 2.10
O: 0.32 0.70 -2.33
C: 0.19 0.72 -1.04
N: 0.56 -1.67 -1.27
H: -1.15 -0.79 -0.51
H: 1.33 -0.41 0.96
O: 0.21 1.70 -0.36
H: 0.24 -0.23 -2.55
H: 0.15 -2.58 -1.12
H: 0.23 -1.77 1.37
H: 1.52 -1.73 -1.22
H: -1.16 -0.83 2.77

Structure (SMILES) ... N[C@@H](CS)C(=O)O
Charge ... 0

The structure with the greatest stability is entry iii.

Entry i
# C3H7NO2S

C3H7NO2S in the gas phase (ωB97M-V/def2-TZVPD, the OMol25 dataset).

Element x y z (Å)
H: 0.92 -0.88 0.52
H: -0.02 1.92 0.98
H: -2.49 -0.02 2.03
C: 0.16 -0.56 -1.37
C: 0.25 -0.07 0.13
S: 1.72 -0.16 -2.13
O: -1.69 0.45 1.60
H: 1.50 1.56 0.92
H: -0.58 -0.03 -1.97
H: 0.11 -1.66 -1.47
O: -1.69 -1.37 0.49
C: -1.13 -0.31 0.74
N: 0.70 1.38 0.34
H: 2.25 -0.23 -0.82

Structure (SMILES) ... N[C@H](CS)C(=O)O
Charge ... 0

Entry ii
# C3H7NO2S

A molecular structure, C3H7NO2S (ωB97M-V/def2-TZVPD, the OMol25 dataset).

Element x y z (Å)
H: -0.53 -0.19 1.79
H: 3.46 -1.44 0.42
N: 0.85 0.46 -0.44
H: -0.49 -1.77 -0.07
H: 3.57 0.10 -0.76
C: -0.29 1.11 0.02
O: 1.35 -0.90 -0.23
H: -1.94 0.99 1.35
H: 1.46 0.97 -1.10
C: -1.17 0.21 0.96
S: -1.86 -1.11 -0.25
C: 2.89 -0.50 0.30
O: -0.52 2.27 -0.24
H: 3.16 -0.03 1.46

Charge ... 0

The structure with the greatest stability is entry i.

Entry i
# C6H15N

A gas-phase ion, C6H15N (charge +1) (ωB97M-V/def2-TZVPD, the OMol25 dataset).

Element x y z (Å)
H: -1.41 1.76 2.71
C: -0.33 0.47 1.30
C: 0.67 -1.10 -0.42
C: -0.50 -0.16 -0.10
C: -1.62 1.12 1.85
C: -0.71 1.00 -1.14
C: 2.13 -0.39 -0.55
H: 2.11 0.08 -1.54
H: 2.92 -1.12 -0.67
H: -0.23 -1.80 -2.02
H: 0.44 1.26 1.30
N: 0.39 -2.14 -1.28
H: 0.97 -1.46 0.62
H: -2.14 1.83 1.22
H: 0.06 -0.22 2.05
H: -0.88 0.54 -2.11
H: -1.37 -0.80 0.05
H: -2.29 0.33 2.20
H: 0.17 1.63 -1.23
H: -1.61 1.45 -0.77
H: 2.08 0.37 0.23
H: 1.16 -2.66 -1.72

2S+1 ... 2
Charge ... +1

Entry ii
# C6H15N

A gas-phase ion, C6H15N (charge +1) (ωB97M-V/def2-TZVPD, the OMol25 dataset).

Element x y z (Å)
C: -0.17 1.20 -1.44
H: 2.19 -0.85 1.16
H: 1.55 0.99 -0.19
H: -2.17 1.56 -0.58
C: 1.68 -1.58 0.55
H: 0.25 0.36 1.93
C: -1.57 1.83 -1.45
H: -0.20 -1.54 -0.47
H: -0.91 -3.01 1.17
H: -0.41 -1.94 2.45
H: 0.45 1.81 -2.09
H: -1.47 2.92 -1.42
C: 0.13 -1.24 0.52
H: -2.12 1.58 -2.36
H: 2.08 -1.60 -0.46
N: -0.45 -2.14 1.45
H: 0.35 2.19 0.37
C: 0.49 1.20 -0.07
H: -0.21 0.22 -1.92
C: -0.15 0.20 0.92
H: -1.22 0.39 0.94
H: 1.90 -2.54 1.00

2S+1 ... 2
Charge ... +1

The structure with the greatest stability is entry ii.